Molecular formula: C36H90BF4N6Na2O12
Method: DFT, wB97M-V/def2-TZVPD

Results
ΔE to the lowest compared entry with this formula, charge and spin ... 71.7 kcal per mole
Kohn-Sham gap ... 5.7 eV
Calculated total energy ... -92675.138 eV
LUMO ... -0.143 Ha
Total charge ... +1
HOMO level ... -9.581 eV

Each line ends with the Mulliken charge.
Element x y z (Å)
Na -12.79560 32.75492 -11.37355  0.7877
Na -14.79309 29.43071 -12.08528  0.8879
B -11.50840 30.26160 -13.35551  -0.6307
F -12.64469 29.67572 -12.77108  -0.1341
F -11.83781 30.74921 -14.61463  -0.3281
F -11.25250 31.29260 -12.51119  0.1608
F -10.44743 29.47194 -13.50974  0.4412
C -15.41882 22.46253 -14.02887  -0.7987
O -14.07742 22.68802 -13.53794  -0.2418
C -13.15665 21.67390 -13.78843  -0.6218
C -11.92054 22.22480 -13.11672  -0.8423
N -11.54447 23.53588 -13.61480  0.2885
C -10.89109 23.41749 -14.89873  -1.2575
C -10.30383 24.77097 -15.37504  0.1774
O -11.41203 25.52246 -15.80452  -0.4514
C -11.23001 26.89043 -15.77857  -0.4566
H -15.50144 22.18542 -15.07981  0.3301
H -15.95532 23.37631 -13.77339  0.2050
H -15.91670 21.69426 -13.43728  0.3374
H -12.99429 21.42274 -14.83660  0.3627
H -13.37877 20.70609 -13.33887  0.4174
H -11.06225 21.57642 -13.29289  0.4534
H -12.09094 22.22125 -12.04013  0.3400
H -12.41151 24.02458 -13.78660  -0.1005
H -11.56515 23.06167 -15.67791  0.3330
H -10.05409 22.71925 -14.89694  0.5449
H -9.67414 24.59784 -16.24774  0.4716
H -9.72974 25.27334 -14.59648  -0.1865
H -12.10276 27.41913 -16.16184  0.3245
H -10.36189 27.29592 -16.29823  0.3933
H -11.16264 27.25553 -14.75374  -0.0590
C -18.05534 31.37557 -17.39743  -0.6856
O -17.01866 30.56784 -16.92650  -0.4047
C -16.10223 31.12910 -15.96523  -1.2936
C -15.32135 30.10593 -15.15828  1.0460
N -16.19035 29.38986 -14.21744  -0.2084
C -16.17646 27.98825 -14.52849  -1.5044
C -14.94834 27.19689 -14.09487  0.3391
O -14.89009 26.99577 -12.65656  -0.4423
C -14.16398 25.84950 -12.38171  -0.4996
H -18.74815 31.64913 -16.60164  0.2804
H -18.59727 30.86894 -18.19601  0.2872
H -17.53053 32.26136 -17.75527  0.2555
H -16.50913 31.80356 -15.21181  0.4619
H -15.44646 31.81273 -16.50440  0.5547
H -14.69272 30.71972 -14.51315  -0.6757
H -14.71321 29.50042 -15.83030  0.1542
H -17.12443 29.75503 -14.33683  0.3310
H -16.45580 27.79566 -15.56434  0.3771
H -17.05456 27.62783 -13.99262  0.4593
H -14.05256 27.59887 -14.56824  0.0377
H -15.03502 26.21472 -14.55956  0.6078
H -13.18106 25.83025 -12.85243  0.0541
H -14.73220 24.94221 -12.58678  0.0907
H -13.96173 25.91203 -11.31245  0.4700
C -7.80817 32.54101 -9.51876  -0.4250
O -8.06809 31.11795 -9.40992  -0.5067
C -9.07586 30.64039 -10.29520  0.2450
C -9.19447 29.10834 -10.11070  -0.2179
N -10.48193 28.66418 -10.73106  -0.1607
C -10.60953 27.21566 -10.71420  -1.3018
C -9.75995 26.53539 -11.83589  0.9267
O -8.50385 26.17064 -11.16653  -0.4554
C -7.82273 25.17250 -11.89952  -0.6222
H -7.77361 32.78668 -10.58015  -0.0619
H -6.89156 32.91512 -9.06272  0.3712
H -8.60906 33.05314 -8.98548  0.2893
H -8.79974 30.83294 -11.33192  -0.3109
H -9.98077 31.18033 -10.01642  0.3757
H -9.28528 29.05387 -9.02586  0.4622
H -8.36089 28.58952 -10.58406  -0.1583
H -10.55832 29.04989 -11.66139  -0.1488
H -11.66894 27.09409 -10.93993  -0.0048
H -10.39675 26.69274 -9.78179  0.5229
H -9.66317 27.17925 -12.71006  -0.2084
H -10.35964 25.65977 -12.08441  0.1931
H -6.87166 24.93653 -11.42214  0.2575
H -7.61666 25.40617 -12.94404  0.0788
H -8.47654 24.31177 -11.75885  0.3940
C -4.49673 26.30737 -9.08959  -0.7217
O -4.55282 27.06517 -10.33722  -0.4160
C -5.67843 27.93392 -10.32222  0.1322
C -5.48962 29.13552 -11.39627  -0.5750
N -5.75060 28.83179 -12.83579  -0.3219
C -7.17317 28.87274 -13.24344  0.9442
C -7.43638 28.43651 -14.75339  -0.2719
O -6.84890 27.14959 -15.00825  -0.3099
C -7.17191 26.53227 -16.22061  -0.5034
H -4.22855 26.84402 -8.17954  0.2846
H -3.78491 25.50161 -9.26895  0.3073
H -5.46618 25.81455 -9.01619  0.2671
H -5.84459 28.36735 -9.33599  0.4785
H -6.60842 27.42522 -10.57604  -0.1261
H -4.46602 29.50875 -11.36398  0.4792
H -6.05992 29.99460 -11.04298  -0.0613
H -5.40380 27.90423 -13.03445  0.3664
H -7.50445 29.90102 -13.09854  -0.4364
H -7.76936 28.19231 -12.63544  -0.3806
H -7.03623 29.17727 -15.44567  0.5207
H -8.49470 28.30529 -14.97885  -0.1180
H -8.23257 26.28484 -16.26366  -0.0740
H -6.72881 25.55010 -16.38525  0.2664
H -6.96170 27.20499 -17.05209  0.3937
C -17.10000 35.12145 -16.32037  -0.8832
O -16.47567 34.20349 -15.42574  -0.1932
C -15.46044 34.87673 -14.64095  -0.7630
C -14.66548 33.87090 -13.82138  -0.3833
N -13.67955 34.49645 -12.95622  -0.1540
C -12.36779 34.75167 -13.62357  -0.7070
C -11.39944 35.46283 -12.65846  -0.7182
O -11.06320 34.48340 -11.61402  0.2428
C -10.46830 35.05924 -10.49855  -0.9764
H -17.38502 36.07301 -15.87160  0.3448
H -17.93213 34.51165 -16.67222  0.2039
H -16.36646 35.34852 -17.09398  0.3814
H -15.81785 35.71059 -14.03677  0.3668
H -14.87010 35.45054 -15.35532  0.3940
H -14.16611 33.19685 -14.51734  0.0389
H -15.39046 33.25613 -13.28794  0.3005
H -14.05452 35.36753 -12.60877  0.2816
H -12.57936 35.30995 -14.53553  0.6085
H -11.90201 33.79773 -13.87086  0.2075
H -11.92471 36.34664 -12.29645  0.5017
H -10.46137 35.73593 -13.14172  0.2746
H -10.23151 34.30259 -9.75055  0.2059
H -11.16285 35.79792 -10.09850  0.3405
H -9.56040 35.61633 -10.72983  0.2425
C -8.28796 38.97583 -17.28507  -0.6978
O -7.55539 38.14012 -16.43039  -0.3116
C -6.86423 38.77048 -15.26857  -0.6074
C -5.99085 37.75821 -14.52166  -0.6936
N -6.91693 36.76748 -13.90905  -0.3766
C -6.28398 35.57886 -13.30036  -1.2062
C -7.32458 34.52508 -12.77923  0.4377
O -8.05675 33.94537 -13.89633  -0.4506
C -8.90398 32.90410 -13.53467  -0.3190
H -8.78842 39.73665 -16.68610  0.2912
H -8.95390 38.40628 -17.93334  0.2481
H -7.65642 39.46132 -18.02909  0.2579
H -7.54045 39.34148 -14.63233  0.3966
H -6.12298 39.46286 -15.66763  0.4120
H -5.34153 38.21053 -13.77206  0.4377
H -5.37397 37.32609 -15.30961  0.3211
H -7.41136 36.41808 -14.71748  0.2805
H -5.70547 35.79309 -12.40172  0.4288
H -5.63763 35.11483 -14.04536  0.4660
H -8.01878 34.98943 -12.07882  -0.3275
H -6.81319 33.67104 -12.33516  0.3468
H -8.20736 32.07124 -13.43890  0.3341
H -9.61546 32.65132 -14.32079  0.2710
H -9.44858 33.03657 -12.59980  0.0048